Entry w
DFT (wB97M-V/def2-TZVPD) results for a structure of composition C56H118In2N6O8.

Geometry as XYZ:
```
190
Properties=species:S:1:pos:R:3
In 2.8894 -6.1698 -4.6945
In 2.6289 -0.6018 -10.0449
O 1.0054 -5.2627 5.3077
O 2.1335 -2.2086 -1.4076
O 8.3062 -2.5891 1.2750
O -1.1499 -8.2249 -0.7556
O -8.7040 1.4515 5.4505
O 0.6341 4.7824 -8.8178
O -2.7428 6.7849 -2.5505
O 1.3033 -1.0738 -4.1471
N 9.1062 -1.4525 1.5148
N -7.4734 1.0037 4.9733
N -2.9918 7.7288 -1.5155
N 1.7461 -5.2786 6.5551
N -2.0771 -8.9852 -1.3787
N 0.9279 5.6641 -9.8001
C -3.4259 -8.2561 -1.5561
C 2.3575 7.6963 -10.3421
C 10.5871 -2.5417 3.2250
C -5.4178 7.4370 -1.8376
C 1.1116 8.3182 -10.8720
C 2.0746 -6.6381 7.1073
C -4.1671 -7.7695 -0.2362
C -6.3137 2.3972 6.7005
C 2.1264 -4.1043 8.6484
C -5.0732 0.7016 3.4275
C 9.7470 -0.9535 0.2713
C 9.6320 -1.3775 2.8904
C 1.1709 -2.7589 6.7246
C -8.5203 -0.9439 3.6958
C -2.4783 9.0353 0.4277
C -3.0408 -11.2744 -1.7766
C 0.8020 -0.5684 -2.8877
C -0.8511 5.0752 -11.4130
C 1.4980 -0.9800 -1.5784
C 1.1782 -4.1922 7.4109
C -0.2436 6.1713 -10.5281
C 3.4205 5.8058 -9.1649
C 2.0879 6.5589 -9.3143
C -8.2157 1.2562 2.5454
C -4.0812 9.2047 -3.1102
C 1.7703 7.2518 -7.9703
C -4.3936 -9.1489 -2.3464
C 2.9963 -7.2790 6.0036
C -4.9982 1.4036 4.8724
C -0.2346 -4.3949 8.0143
C 10.5108 -2.0954 -0.4086
C -4.6080 9.3814 -0.6388
C -2.4498 -10.7404 0.5889
C 2.8979 -6.4224 8.4140
C 8.6212 -0.5175 -0.6407
C 11.3505 0.2869 1.8413
C 8.3775 -1.4059 3.7650
C -0.9093 9.1273 -1.6010
C 2.4219 -5.4116 9.3850
C -6.2058 -0.1465 3.3201
C -6.5545 3.3070 4.4028
C -1.0379 7.1136 -0.1003
C -6.3864 2.0259 5.2233
C 0.7724 -7.4273 7.3860
C 0.2025 7.2989 -11.5255
C -7.6256 0.3506 3.6183
C -3.4706 10.0873 -0.0041
C -1.8918 8.2641 -0.7492
C -4.2512 8.3900 -1.7955
C 10.6396 0.3374 0.5475
C -3.2213 -7.0207 -2.4651
C -0.5951 -10.9398 -1.1337
C 10.4750 -0.0267 3.0759
C -1.2721 6.8546 -9.6100
C -2.0675 -10.3959 -0.9315
C -4.4225 -10.5997 -1.7603
H 3.9532 -6.4520 8.1426
H 7.9420 -2.4030 3.8291
H 11.0849 -0.1655 3.9686
H -6.2866 -0.3589 2.2541
H -0.0784 8.5493 -2.0054
H -1.5033 9.5449 -2.4139
H -6.2271 4.2072 4.9229
H 3.1356 -3.7286 8.4798
H -6.1198 3.3480 3.4041
H 2.2293 -0.1918 -1.4000
H -1.6027 -8.0546 0.0736
H 1.5670 -5.8289 9.9170
H -0.2673 -0.7782 -2.9158
H -4.7337 0.5380 5.4796
H -2.8492 -11.2308 -2.8488
H 0.2005 -10.4824 -0.5456
H 2.0109 6.6446 -7.0976
H -0.4265 4.9785 -12.4123
H -1.8860 5.3888 -11.5494
H 1.3969 9.0253 -11.6508
H -4.1752 0.1280 3.1979
H 11.2456 -2.4521 0.3132
H -5.0852 9.4633 -3.4466
H 0.0489 -7.4235 6.5708
H -5.1268 1.4205 2.6100
H -2.4344 -6.3729 -2.0787
H -2.9156 8.2748 1.0747
H 3.8771 5.5061 -10.1082
H 2.2312 -7.5788 5.2876
H -0.3233 9.9473 -1.1857
H -9.4379 -0.7882 4.2630
H -5.3417 6.6243 -2.5600
H -3.0494 10.8626 -0.6440
H 2.8883 -7.3296 9.0181
H 2.9825 8.4944 -9.9415
H 0.3795 5.3762 -8.1078
H -2.1014 7.3776 -10.0863
H -0.5132 -12.0200 -1.0133
H 9.0039 0.1841 -1.3819
H -5.3835 -8.6978 -2.2777
H -3.8646 10.6091 0.8681
H -5.1678 -11.1601 -2.3247
H 3.3746 -8.2120 6.4213
H 11.9390 1.1571 2.1320
H -0.9171 -4.8524 7.2982
H -2.7950 5.9629 -2.0574
H -5.9254 -0.9997 3.9378
H 0.7791 0.5119 -3.0312
H -5.2772 8.9870 0.1258
H -4.7856 -10.3825 -0.7558
H 12.1326 -0.4665 1.7473
H -3.5894 8.6199 -3.8876
H -5.1100 -7.2478 -0.3995
H 8.1379 -1.3850 -1.0901
H -0.2699 -4.9933 8.9247
H 10.1178 -3.5120 3.0628
H -1.8278 9.5996 1.0959
H 7.9193 0.0071 0.0076
H -0.6826 -3.4348 8.2706
H -3.1922 -12.3164 -1.4949
H 11.0576 -2.4809 4.2063
H -1.6987 6.4280 0.4302
H -9.1785 1.5270 2.9787
H 11.5427 -2.4962 2.7027
H -0.2413 7.2101 0.6374
H -7.6100 3.4838 4.1961
H 0.7690 6.9622 -12.3937
H 7.6661 -0.6378 3.4617
H -3.0057 -7.2783 -3.5020
H 0.8190 7.7710 -7.8538
H -8.7379 -1.4157 2.7375
H -3.4088 -7.1610 0.2565
H 1.6715 -4.9492 4.6915
H 7.4470 -2.1767 1.1598
H 2.5031 8.0394 -7.7948
H -8.0116 -1.8175 4.1035
H -0.2437 -10.7378 -2.1455
H -3.6988 10.2238 -3.0542
H -0.8371 4.0965 -10.9335
H -8.5319 0.7006 1.6625
H 0.8692 -0.6351 -0.7576
H -1.9240 -10.0680 1.2667
H 10.1950 1.3027 0.3056
H 4.1804 6.4190 -8.6804
H -5.6892 6.8508 -0.9597
H -7.5547 2.0739 2.2581
H -2.3012 -11.7632 0.9351
H 2.2397 -2.6030 6.5782
H 0.5850 8.7544 -10.0232
H 0.9214 -8.4491 7.7351
H -6.3735 1.5492 7.3827
H -4.3196 -8.5942 0.4601
H -6.3844 7.9098 -2.0118
H -0.8188 7.5722 -8.9261
H 0.8952 -1.8851 7.3148
H 3.8963 -6.8033 5.6139
H -4.0241 -9.1562 -3.3718
H 11.2219 -1.8170 -1.1864
H -0.4681 6.6526 -0.9071
H -8.8048 0.8819 6.2166
H -4.0830 1.9880 4.7770
H -4.0858 -6.3582 -2.4241
H 9.8121 0.8109 3.2926
H 1.7304 -3.3945 9.3747
H -3.4791 -10.5034 0.8581
H -5.1329 10.2133 -1.1083
H 9.8188 -2.8706 -0.7377
H -7.1405 3.0498 6.9810
H 8.5990 -1.1023 4.7881
H 3.1166 -5.2487 10.2089
H 0.2605 -6.9816 8.2389
H 2.9692 7.3296 -11.1664
H -1.7183 5.9904 -9.1181
H -5.4217 2.9469 7.0009
H -0.6395 7.9016 -11.8660
H 0.7336 -2.8334 5.7289
H 11.4135 0.2816 -0.2179
H 3.3817 4.8835 -8.5853
```

## Properties
Net charge: +4
Multiplicity: 1
HOMO-LUMO gap in eV: 0.92
HOMO level in hartree: -0.4980

***

Entry x
DFT (wB97M-V/def2-TZVPD) results for a structure of composition C56H118In2N6O8.

Geometry as XYZ:
```
190
Properties=species:S:1:pos:R:3
In 2.0396 -5.2907 -1.1995
In 3.0987 -5.1262 5.9315
O -0.7916 1.5144 -5.6127
O 0.8509 -3.0844 10.2469
O 3.7251 5.5871 3.6169
O -0.8808 -1.7133 -0.8698
O -6.3517 0.2484 2.5478
O 0.8326 -1.9689 2.1020
O 3.9489 -2.1056 -4.7627
O 0.1623 -8.4831 -4.5841
N -1.0126 -8.8880 -4.0531
N -6.5242 1.4037 1.8351
N 1.6521 -1.9381 10.6652
N -1.7339 2.4714 -6.0416
N 3.4629 6.9435 3.5163
N 5.2869 -2.1402 -4.9961
C 5.2126 -4.0812 -6.6217
C 5.5320 0.4059 -4.6017
C 1.3454 6.6157 4.8328
C 5.7991 7.2989 3.1862
C 7.8569 -1.3278 -5.9290
C -3.4065 -10.3667 -3.8147
C -3.1956 4.5015 -7.4630
C -7.8335 3.8538 0.8179
C -7.3733 2.6105 3.8466
C 1.1252 -0.5936 8.7117
C -0.0010 -0.8734 1.6001
C -2.3774 -7.0232 -5.0057
C 5.7026 -2.5838 -6.3316
C -5.0146 2.6483 3.0864
C 1.0008 -0.6209 10.2650
C 4.2304 9.2039 2.8853
C -2.2164 -9.1323 -6.3692
C -8.9166 1.0585 1.3813
C -1.0634 -0.9907 0.3581
C -2.1981 -8.5018 -4.9044
C -7.5262 2.6356 -0.0781
C 2.0177 7.3116 3.5890
C -0.8548 -10.2498 -3.5347
C 7.5396 -1.1615 -4.4640
C -2.2414 -10.6328 -2.8938
C 3.1548 -3.1645 12.0201
C 1.9368 8.8846 3.8438
C -7.1855 0.0451 -0.2857
C -7.5223 1.2554 0.7685
C 2.1341 -2.0326 12.0656
C -6.4765 2.6052 2.6658
C -1.4777 3.8296 -5.6206
C 0.2209 -10.2570 -2.4529
C 5.0838 -1.7089 -7.5356
C 2.0905 0.5715 12.2730
C -1.3023 3.9181 -4.0198
C 1.1992 6.9377 2.3224
C 7.2436 -2.6791 -6.4042
C -0.2557 4.5758 -6.2957
C 4.2844 7.4035 1.1258
C -0.5114 -0.3687 10.5796
C 1.7532 0.6329 10.7112
C -2.0797 2.1055 -7.4399
C 2.8234 -0.7479 12.5394
C -3.3394 3.0293 -7.6970
C 4.4290 7.6623 2.6443
C -1.0358 2.3942 -8.4843
C -3.4999 -8.9084 -4.2108
C 1.1347 -2.2955 13.2004
C -6.6839 3.9389 1.8412
C -2.7349 4.6910 -6.0663
C -2.7013 0.7309 -7.5877
C -0.4049 -11.2835 -4.6339
C 2.7562 9.7534 2.9239
C 5.8662 -1.2146 -2.7622
C 5.9939 -1.0652 -4.2750
H 1.2250 1.5060 10.3280
H 7.8689 -2.0782 -3.9750
H 3.6797 8.1459 0.6051
H 0.2555 -9.0825 -5.3281
H -7.9555 4.7799 0.2561
H -2.7929 -10.0562 -6.4144
H 6.1297 1.1766 -4.1150
H 3.9983 -1.6893 -7.4383
H 0.4028 7.1245 5.0348
H 6.0523 6.2723 2.9216
H -8.3903 2.6523 -0.7424
H -1.0320 0.1917 9.8031
H -2.6956 -8.4446 -7.0660
H -4.2805 -8.9385 -4.9710
H 5.8637 7.6270 4.2237
H -8.7887 3.6677 1.3088
H -4.3245 -10.7937 -3.4110
H 4.8836 -1.0274 -2.3291
H -5.5064 -0.0149 2.1766
H -7.4030 1.6305 4.3228
H -1.5297 -6.6571 -5.5850
H 2.3207 9.7337 1.9249
H -3.8143 2.8697 -8.6650
H 7.6358 -0.4812 -6.5790
H 1.4994 -2.4923 14.2086
H -4.1195 2.7872 -6.9753
H -0.9292 -11.2954 -5.5895
H 5.2092 7.3725 0.5496
H 6.4270 -0.4553 -2.2171
H 0.6129 -3.2049 12.9023
H -3.2696 -6.7223 -5.5547
H -0.0678 5.5920 -5.9492
H 2.1074 9.1118 4.8962
H -8.4141 2.8328 3.6112
H 4.1338 -4.1897 -6.5097
H 0.6593 -11.2415 -4.8658
H 3.5940 -1.2914 -5.1271
H 2.8484 10.7917 3.2426
H 2.8491 1.3342 12.4486
H -2.5419 4.9259 -8.2250
H 6.5502 7.9263 2.7064
H -1.2011 1.1202 -4.8390
H 0.6601 4.0278 -6.0744
H -4.1645 4.9611 -7.6583
H 1.9625 6.6952 5.7277
H -7.1739 3.3860 4.5862
H 3.7798 6.4618 0.9096
H -2.5783 -6.5449 -4.0471
H 4.5011 0.5548 -4.2804
H 0.3333 -1.5567 13.2143
H 0.2845 -11.2824 -2.0886
H 2.1811 -0.5713 8.4422
H -1.1501 3.3612 -8.9742
H -2.4031 -10.0897 -1.9627
H 3.4540 5.2719 2.7516
H 7.7064 -3.4316 -5.7658
H -0.0101 -2.9404 10.6464
H -2.0493 -0.0922 -7.2955
H -0.6216 -0.4675 2.3990
H -1.1279 -1.2675 10.5674
H -2.5136 5.7394 -5.8665
H -2.1805 3.6496 -3.4326
H -0.7361 0.2526 11.4465
H -3.1437 0.5376 -8.5649
H 3.6161 -3.4096 12.9769
H -5.8014 4.1831 1.2498
H 2.6820 0.7649 10.1563
H 4.0296 -2.8036 11.4792
H -4.6694 1.6914 3.4780
H 1.2101 -10.0433 -2.8579
H 5.4779 -4.3831 -7.6349
H -0.5174 -12.2816 -4.2105
H -0.5308 3.1863 -3.7808
H -3.4894 4.5827 -5.2871
H 5.7077 -4.7056 -5.8779
H -6.9361 -0.9156 0.1647
H 5.2970 -0.6456 -7.4267
H 0.5937 -1.3676 8.1579
H 8.0650 -0.3008 -4.0502
H -1.2612 0.0314 0.0350
H 0.1353 7.1740 2.3016
H -1.0104 1.7270 -9.3459
H -0.2544 4.5828 -7.3857
H -4.2862 2.8071 2.2912
H 0.9088 9.1797 3.6334
H -9.7146 0.8828 0.6599
H 1.2464 0.6557 12.9575
H -3.1571 -10.9485 -4.7021
H -0.0039 -9.5693 -1.6377
H 1.3757 5.5266 4.8003
H 5.2690 -2.1395 -8.5196
H 6.2778 -2.0919 -2.2631
H -3.5256 0.6184 -6.8834
H 4.7293 9.7083 2.0578
H -6.5965 2.7466 -0.6361
H 7.5538 -2.9186 -7.4213
H -1.1896 -9.2819 -6.7030
H -4.9426 3.4080 3.8647
H 1.4046 5.8738 2.2036
H -6.2140 0.3534 -0.6721
H -7.9774 -0.0321 -1.0307
H 3.6922 -0.6001 11.8979
H 3.2480 -0.8508 13.5380
H 2.7492 -4.0345 11.5038
H -2.0816 -11.6823 -2.6467
H 4.7947 9.6230 3.7183
H 1.7405 7.3699 1.4808
H -0.9477 4.9268 -3.8075
H -9.2770 1.8542 2.0333
H -6.7281 4.7900 2.5207
H -8.9834 0.1871 2.0326
H 8.9320 -1.4598 -6.0510
H -0.0262 2.4953 -8.0859
H 0.6288 0.2945 8.3207
H 0.5528 0.0385 1.3764
H 5.4148 0.5529 -5.6754
H -2.0341 -1.3562 0.6930
H -3.7387 -8.3385 -3.3129
```

## Properties
Net charge: +4
Multiplicity: 1
HOMO-LUMO gap in eV: 1.01
HOMO level in hartree: -0.5230

***

Most stable of them? entry x.

***

Entry w
DFT (wB97M-V/def2-TZVPD) results for a structure of composition C2HN3O3.

Geometry as XYZ:
```
9
Properties=species:S:1:pos:R:3
O -2.5095 -0.7482 -1.0556
O 1.7427 0.3587 0.3704
O -0.5542 -1.5723 -1.8454
N 1.1276 -0.0767 -0.7530
N -0.3540 0.4453 1.0404
N -1.2623 -0.7559 -1.0971
C 0.8372 0.7816 1.3723
C -0.1823 0.0848 -0.2528
H 1.1547 1.4827 2.2208
```

## Properties
Multiplicity: 1
HOMO-LUMO gap in eV: 9.70
HOMO level in hartree: -0.4018

***

Entry x
DFT (wB97M-V/def2-TZVPD) results for an isolated molecule of C2HN3O3.

Geometry as XYZ:
```
9
Properties=species:S:1:pos:R:3
O 1.6686 -0.0196 -0.8688
O -0.4320 -2.2950 -0.0065
O -0.4609 2.2855 -0.0242
N 1.2661 0.6758 0.3355
N -0.9710 -0.0163 0.0335
N 1.2302 -0.6876 0.2743
C -0.2214 1.1446 0.0716
C -0.1151 -1.1472 0.0851
H -1.9644 0.0597 0.0994
```

## Properties
Multiplicity: 1
SMILES: O=c1[nH]c(=O)n2on12
HOMO-LUMO gap in eV: 10.98
HOMO level in hartree: -0.4021

***

Entry y
DFT (wB97M-V/def2-TZVPD) results for an isolated molecule of C2HN3O3.

Geometry as XYZ:
```
9
Properties=species:S:1:pos:R:3
O 1.4777 0.9457 0.3313
O -2.0008 -1.5226 -0.0533
O -0.6379 1.5255 1.2790
N -0.6262 0.2042 -0.4589
N 3.2171 -0.6138 0.6309
N -0.1952 0.8168 0.4615
C -1.6185 -0.6579 -0.7694
C 2.2539 -0.0466 0.3992
H -1.8702 -0.6513 -1.8202
```

## Properties
Multiplicity: 1
SMILES: N#CO/[N+]([O-])=N/C=O
HOMO-LUMO gap in eV: 9.38
HOMO level in hartree: -0.4108

***

Entry z
DFT (wB97M-V/def2-TZVPD) results for a cluster of 2 separate species, C2HN3O3 in total.

Geometry as XYZ:
```
9
Properties=species:S:1:pos:R:3
O 2.0922 -1.3103 -0.7766
O 2.6848 0.0709 0.8288
O -1.7119 1.5350 -0.0567
N -2.1949 0.2827 -0.0346
N -0.3713 1.5517 -0.1064
N 2.0162 -0.4343 -0.0229
C -0.0046 0.3470 0.0330
C -1.1638 -0.5119 0.0486
H -1.3468 -1.5307 0.0870
```

## Properties
Multiplicity: 1
HOMO-LUMO gap in eV: 9.27
HOMO level in hartree: -0.3982

***

Most stable of them? entry x.

***

Entry w
DFT (wB97M-V/def2-TZVPD) results for an isolated molecule of C2HN3O3.

Geometry as XYZ:
```
9
Properties=species:S:1:pos:R:3
O -1.0858 1.5935 0.2090
O -0.5550 -0.3009 1.8871
O 1.2016 -1.2037 0.5657
N 0.6318 -0.7806 -1.7101
N 1.2314 -1.5058 -0.9246
N -0.0054 0.5914 -1.5827
C -0.0866 -0.5168 0.7253
C -0.4697 0.5901 -0.3156
H -0.8623 1.5329 1.1459
```

## Properties
Multiplicity: 1
SMILES: O=c1onnnc1O
HOMO-LUMO gap in eV: 9.35
HOMO level in hartree: -0.4003

***

Entry x
DFT (wB97M-V/def2-TZVPD) results for an isolated molecule of C2HN3O3.

Geometry as XYZ:
```
9
Properties=species:S:1:pos:R:3
O -0.0061 -1.0116 0.2992
O 2.2037 -0.9376 -0.2101
O -2.1823 -0.9610 -0.1119
N -0.1065 1.6681 0.0084
N 1.0367 0.9934 0.1199
N -1.2143 1.0612 -0.1077
C 1.1708 -0.3710 0.0173
C -1.1728 -0.3494 0.0008
H 1.8790 1.5455 -0.0698
```

## Properties
Multiplicity: 1
SMILES: O=c1nn[nH]c(=O)o1
HOMO-LUMO gap in eV: 10.11
HOMO level in hartree: -0.4157

***

Most stable of them? entry x.

***

Entry w
DFT (wB97M-V/def2-TZVPD) results for a cluster of 2 separate species, C2H2N2O4 in total.

Geometry as XYZ:
```
10
Properties=species:S:1:pos:R:3
O 0.9219 2.6636 -0.1310
O 0.0348 0.9558 -2.0318
O 1.0815 -1.1695 0.4092
O -1.1587 -0.7991 -1.5962
N 0.3265 2.0118 0.5618
N -0.3169 0.0175 -1.3016
C -0.1418 -1.0269 1.0587
C 0.2525 -0.0838 0.0367
H -0.7986 -1.9072 0.8941
H -0.2012 -0.6622 2.1000
```

## Properties
Multiplicity: 1
HOMO-LUMO gap (alpha / beta) in eV: 7.94 / 7.89
HOMO level (alpha / beta) in hartree: -0.3308 / -0.3305

***

Entry x
DFT (wB97M-V/def2-TZVPD) results for an isolated molecule of C2H2N2O4.

Geometry as XYZ:
```
10
Properties=species:S:1:pos:R:3
O 1.1793 -0.3072 1.8249
O -0.3980 1.8147 1.0369
O -0.4652 -0.9487 -2.4545
O -0.0700 0.9220 -1.1428
N 0.4244 1.1211 0.2341
N 0.0340 -1.1653 -0.1357
C 0.6001 -0.1297 0.7331
C -0.1568 -0.4294 -1.4116
H 0.0543 -2.2330 0.1452
H -1.2021 1.3554 1.1704
```

## Properties
Multiplicity: 1
SMILES: O=c1[nH]c(=O)n(O)o1
HOMO-LUMO gap in eV: 11.28
HOMO level in hartree: -0.4081

***

Entry y
DFT (wB97M-V/def2-TZVPD) results for a cluster of 2 separate species, C2H2N2O4 in total.

Geometry as XYZ:
```
10
Properties=species:S:1:pos:R:3
O -1.5885 -0.6592 2.2650
O 1.9793 -0.4338 0.6241
O -1.8223 2.6283 -0.8086
O -1.4694 0.7308 -1.7593
N -1.5740 0.0501 1.3580
N -1.7282 1.4359 -0.8260
C -1.7028 0.8034 0.4631
C 2.5158 -1.2210 -0.1454
H 3.1011 -2.0477 0.0768
H 2.2891 -1.2869 -1.2478
```

## Properties
Multiplicity: 1
SMILES: O=[N+]([O-])C#[N+][O-].C=O
HOMO-LUMO gap in eV: 9.50
HOMO level in hartree: -0.3873

***

Most stable of them? entry x.